Record 1
# CHCl3S

A 2-piece molecular cluster, CHCl3S overall (ωB97M-V/def2-TZVPD, OMol25).

Output
Energy   -1817.3504 hartree
Orbital gap (alpha / beta)   8.9 / 6.4 eV

Each line ends with the Mulliken charge.
Element x y z (Å)
C  0.042  0.317  0.860  0.231
S  0.095  -1.490  -1.813  -0.141
Cl  0.555  1.876  0.289  -0.088
Cl  0.941  -0.418  2.117  -0.098
Cl  -1.628  -0.013  0.798  -0.043
H  -0.005  -0.273  -2.251  0.138

***

Record 2
# CHClF2N2

A 2-piece molecular cluster, CHClF2N2 overall (ωB97M-V/def2-TZVPD, OMol25).

Output
Energy   -807.9382 hartree
Orbital gap (alpha / beta)   9.4 / 8.0 eV

Each line ends with the Mulliken charge.
Element x y z (Å)
C  -0.433  -0.166  -0.328  0.568
N  -0.848  0.141  -1.436  -0.478
N  0.896  0.309  0.176  -0.083
F  1.423  -0.743  0.869  -0.081
F  -1.132  -0.933  0.457  -0.209
Cl  1.814  1.723  2.059  -0.014
H  -1.720  -0.332  -1.797  0.296

***

Record 3
# CHClFO3

CHClFO3 as an isolated structure (ωB97M-V/def2-TZVPD, OMol25).

Output
Energy   -823.9095 hartree
Net charge   +1
Orbital gap (alpha / beta)   8.0 / 8.7 eV

Each line ends with the Mulliken charge.
Element x y z (Å)
C  0.459  1.136  0.286  0.701
O  0.718  -1.093  1.109  0.002
O  0.954  1.672  1.158  -0.091
O  0.720  -0.545  0.007  0.087
F  -0.370  1.372  -0.637  -0.052
Cl  -0.814  -1.225  -1.414  0.021
H  -1.667  -1.318  -0.510  0.333

***

Record 4
# CHClINO

A 2-piece molecular cluster, CHClINO overall (ωB97M-V/def2-TZVPD, OMol25).

Output
SMILES   [O-][N+]#CCl.I
Energy   -926.4536 hartree
Orbital gap   9.9 eV

Each line ends with the Mulliken charge.
Element x y z (Å)
O  2.528  1.372  0.457  -0.596
N  1.923  0.473  -0.028  0.534
C  1.167  -0.166  -0.649  0.113
Cl  0.511  -1.554  -1.203  -0.058
I  -2.391  -0.361  0.996  -0.088
H  -3.737  0.236  0.427  0.096

***

Record 5
# CHClN2O

A 2-piece molecular cluster, CHClN2O overall (ωB97M-V/def2-TZVPD, OMol25).

Output
Energy   -683.5297 hartree
Orbital gap (alpha / beta)   9.0 / 7.5 eV

Each line ends with the Mulliken charge.
Element x y z (Å)
C  0.265  -0.113  -0.995  0.287
N  -0.346  0.062  1.722  -0.039
N  0.777  -0.120  1.532  -0.152
O  -0.874  0.209  -0.828  -0.433
Cl  1.225  -0.210  -2.355  -0.057
H  -1.047  0.171  0.924  0.395

***

Record 6
# CHClN2O

A 2-piece molecular cluster, CHClN2O overall (ωB97M-V/def2-TZVPD, OMol25).

Output
Energy   -683.5126 hartree
Orbital gap (alpha / beta)   8.6 / 8.5 eV

Each line ends with the Mulliken charge.
Element x y z (Å)
C  0.237  0.146  -1.786  0.557
N  0.536  -0.254  -0.681  -0.428
N  -1.056  -2.341  0.576  -0.228
O  0.207  0.649  -2.844  -0.412
Cl  -1.984  -3.184  -0.334  0.187
H  0.133  -1.086  -0.286  0.323

***

Record 7
# CHClN4OP

A 2-piece molecular cluster, CHClN4OP overall (ωB97M-V/def2-TZVPD, OMol25).

Output
Energy   -1134.5794 hartree
Net charge   -1
Orbital gap   8.1 eV

Each line ends with the Mulliken charge.
Element x y z (Å)
C  1.394  1.106  -0.178  0.318
N  -3.198  0.173  1.042  -0.442
N  1.300  2.137  -0.686  -0.430
N  -1.774  -0.165  -0.762  -0.792
N  -2.467  0.047  0.218  0.877
O  0.615  -1.395  0.375  -0.625
P  1.646  -0.407  0.749  0.068
Cl  3.477  -0.854  -0.191  -0.334
H  -0.994  -0.643  -0.567  0.360

***

Record 8
# CHClNO6S

A 2-piece molecular cluster, CHClNO6S overall (ωB97M-V/def2-TZVPD, OMol25).

Output
Energy   -1403.2101 hartree
Net charge   -1
Orbital gap (alpha / beta)   8.7 / 6.6 eV

Each line ends with the Mulliken charge.
Element x y z (Å)
C  -0.384  -0.486  -0.287  0.012
N  -2.649  0.572  0.132  0.585
O  2.581  -1.083  0.825  -0.592
O  -2.981  1.514  -0.509  -0.524
O  -2.932  0.380  1.274  -0.447
O  2.689  1.375  0.398  -0.604
O  2.246  -0.160  -1.453  -0.628
O  0.472  0.403  0.146  -0.244
S  2.189  0.075  -0.027  1.161
Cl  -0.897  -1.755  0.797  -0.113
H  -0.334  -0.834  -1.295  0.395

***

Record 9
# CHClNO6S

A 2-piece molecular cluster, CHClNO6S overall (ωB97M-V/def2-TZVPD, OMol25).

Output
Energy   -1403.1441 hartree
Net charge   -1
Orbital gap   6.2 eV

Each line ends with the Mulliken charge.
Element x y z (Å)
C  0.492  -0.601  0.211  -0.118
N  1.373  -1.170  -0.789  0.922
O  -2.081  0.669  0.661  -0.663
O  1.536  -2.355  -0.893  -0.556
O  1.715  -0.327  -1.633  -0.501
O  -2.537  -1.629  0.110  -0.640
O  -3.373  0.186  -1.342  -0.690
O  -1.142  -0.311  -1.371  -0.480
S  -2.326  -0.270  -0.414  1.287
Cl  -0.317  -1.564  1.260  0.034
H  0.714  0.335  0.581  0.405

***

Record 10
# CHClNOP

A 2-piece molecular cluster, CHClNOP overall (ωB97M-V/def2-TZVPD, OMol25).

Output
Energy   -970.1248 hartree
Orbital gap (alpha / beta)   4.7 / 8.9 eV

Each line ends with the Mulliken charge.
Element x y z (Å)
C  -2.286  -0.735  -1.845  0.737
N  -2.041  -1.877  -1.982  -0.365
O  -2.408  0.369  -1.443  -0.311
P  1.015  -0.677  -0.200  0.115
Cl  2.052  0.338  -1.483  -0.115
H  -0.280  -0.722  -1.010  -0.060

***

Record 11
# CHClNOP

A 2-piece molecular cluster, CHClNOP overall (ωB97M-V/def2-TZVPD, OMol25).

Output
Energy   -970.1910 hartree
Orbital gap (alpha / beta)   7.7 / 7.7 eV

Each line ends with the Mulliken charge.
Element x y z (Å)
C  -1.320  0.861  0.727  0.633
N  -0.202  1.087  0.408  -0.596
O  -2.419  0.925  1.098  -0.428
P  1.036  -1.061  -0.027  0.359
Cl  0.569  -1.293  -1.985  -0.093
H  2.336  -0.519  -0.221  0.126

***

Record 12
# CHClO2PS

A 2-piece molecular cluster, CHClO2PS overall (ωB97M-V/def2-TZVPD, OMol25).

Output
Energy   -1389.0187 hartree
Net charge   -1
Orbital gap   6.3 eV

Each line ends with the Mulliken charge.
Element x y z (Å)
C  1.489  -0.276  -0.204  0.310
O  -2.834  -0.645  -0.265  -0.403
O  0.853  -1.201  -0.725  -0.558
P  -1.679  -0.175  0.473  0.590
S  2.994  -0.230  0.446  -0.534
Cl  -1.616  1.928  0.250  -0.287
H  0.794  0.599  0.025  -0.118

***

Record 13
# CHClO3

A 2-piece molecular cluster, CHClO3 overall (ωB97M-V/def2-TZVPD, OMol25).

Output
Energy   -724.2780 hartree
Orbital gap (alpha / beta)   8.0 / 8.0 eV

Each line ends with the Mulliken charge.
Element x y z (Å)
C  -0.725  0.112  -0.063  0.551
O  0.818  -0.704  1.327  -0.575
O  0.766  0.472  -1.712  -0.514
O  -0.359  0.497  -1.146  0.243
Cl  -2.196  0.226  0.532  0.008
H  1.697  -0.602  1.062  0.287

***

Record 14
# CHClO3

A 2-piece molecular cluster, CHClO3 overall (ωB97M-V/def2-TZVPD, OMol25).

Output
Energy   -724.3585 hartree
Orbital gap (alpha / beta)   7.4 / 9.6 eV
Multiplicity   3

Each line ends with the Mulliken charge.
Element x y z (Å)
C  -1.756  -1.052  1.823  0.510
O  -0.648  -1.446  2.017  -0.403
O  0.181  0.789  0.564  -0.206
O  -1.098  0.543  0.118  -0.158
Cl  -3.305  -0.931  2.037  -0.097
H  0.819  0.409  -0.040  0.354

***

Record 15
# CHCoLiO2

CHCoLiO2 as an isolated structure (ωB97M-V/def2-TZVPD, OMol25).

Output
Energy   -1579.0654 hartree
Net charge   +1
Orbital gap (alpha / beta)   8.5 / 6.3 eV
Multiplicity   5

Each line ends with the Mulliken charge.
Element x y z (Å)
O  1.791  -0.462  -0.178  -0.932
C  -2.288  0.018  -0.226  0.104
O  -1.027  0.027  -0.053  -0.286
Co  0.590  0.799  -0.618  0.959
Li  0.675  -1.650  0.491  0.876
H  -2.699  0.723  0.564  0.278

***

Record 16
# CHCsLiO2

CHCsLiO2 as an isolated structure (ωB97M-V/def2-TZVPD, OMol25).

Output
Energy   -216.5911 hartree
Net charge   +1
Orbital gap   7.9 eV

Each line ends with the Mulliken charge.
Element x y z (Å)
H  0.445  -1.672  0.440  0.408
O  1.450  -0.816  0.070  -0.483
C  0.235  -0.573  -0.277  -0.105
O  -0.184  0.554  0.137  -0.671
Cs  -3.657  1.317  -0.624  0.986
Li  1.712  1.191  0.254  0.864

***

Record 17
# CHF2NO2

One molecule with the formula CHF2NO2 (ωB97M-V/def2-TZVPD, OMol25).

Output
SMILES   O=CON(F)F
Energy   -443.4867 hartree
Orbital gap   12.6 eV

Each line ends with the Mulliken charge.
Element x y z (Å)
O  -2.002  -1.134  0.023  -0.397
C  -1.140  -0.321  0.011  0.241
O  0.154  -0.573  0.177  -0.147
N  0.879  0.561  0.082  0.266
F  1.581  0.391  -1.042  -0.110
F  1.809  0.412  1.186  -0.193
H  -1.281  0.664  -0.437  0.339

***

Record 18
# CHF3N2O

A 2-piece molecular cluster, CHF3N2O overall (ωB97M-V/def2-TZVPD, OMol25).

Output
SMILES   O=C=NF.FNF
Energy   -522.7962 hartree
Orbital gap   10.9 eV

Each line ends with the Mulliken charge.
Element x y z (Å)
O  1.566  3.418  -1.373  -0.324
C  0.455  3.224  -1.133  0.555
N  -0.539  2.578  -0.900  -0.097
F  -1.831  2.868  -0.784  -0.126
F  0.053  -1.533  -0.372  -0.160
N  0.101  -0.797  -1.555  -0.002
F  1.080  0.197  -1.311  -0.144
H  -0.859  -0.307  -1.356  0.297

***

Record 19
# CHF3NO2S

A 2-piece molecular cluster, CHF3NO2S overall (ωB97M-V/def2-TZVPD, OMol25).

Output
Energy   -941.7391 hartree
Net charge   -1
Orbital gap   8.2 eV

Each line ends with the Mulliken charge.
Element x y z (Å)
C  -0.690  -0.368  1.191  0.859
N  1.672  2.083  -2.776  -0.500
O  2.134  -0.513  -3.382  -0.559
O  1.108  0.087  -1.178  -0.512
F  -0.544  0.278  2.326  -0.228
F  -1.778  0.169  0.552  -0.255
F  -0.935  -1.633  1.380  -0.223
S  1.700  0.619  -2.457  0.519
H  0.081  -0.211  0.472  -0.102

***

Record 20
# CHF3O

A 2-piece molecular cluster, CHF3O overall (ωB97M-V/def2-TZVPD, OMol25).

Output
Energy   -413.3186 hartree
Orbital gap   11.3 eV

Each line ends with the Mulliken charge.
Element x y z (Å)
C  -2.051  0.510  -0.449  0.114
O  1.373  -0.430  0.148  -0.183
F  -1.903  1.136  0.712  -0.087
F  -1.799  -0.713  -0.274  -0.031
F  2.521  0.364  0.387  -0.156
H  1.859  -0.867  -0.524  0.343